Here is an isolated ion of composition C4H8NO and charge +1 from OMol25. Energies are from the ωB97M-V functional and the def2-TZVPD basis.

Geometry (Å):
O  -0.461  -1.759  1.124
C  -0.191  -0.741  0.285
C  1.212  -0.146  0.166
N  0.600  1.199  0.109
C  -0.708  0.623  0.050
C  -0.919  -0.307  -1.044
H  -1.381  -1.858  1.472
H  1.838  -0.300  1.058
H  1.937  -0.315  -0.751
H  0.871  1.470  1.045
H  0.931  1.834  -0.683
H  -1.488  1.207  0.481
H  -1.919  -0.627  -1.248
H  -0.322  -0.277  -2.065

Forces on atoms 1 to 3 (eV/Å):
-0.4343 -0.4882 0.7875
-0.7338 -0.7046 -2.1735
2.7379 -2.4156 -1.6728

As for the charge: +1. As for the lowest unoccupied orbital energy: -3.6 eV. For the HOMO energy, the calculation gives -14.2 eV. The SMILES is O[C@]12C[NH2+][C@H]1C2. The total energy comes out at -7805.555 eV. The calculation puts the HOMO-LUMO gap at 0.39007 Ha.